Entry 1:
Below is a 3-piece molecular cluster, C27H40BClF19O8 overall in a non-equilibrium geometry, with properties calculated with ωB97M-V/def2-TZVPD.

The geometry in ORCA input format:
```
! wB97M-V def2-TZVPD RIJCOSX def2/J DEFGRID3
* xyz -1 1
C 0.514 -3.149 3.789
C 0.167 -1.882 3.040
O -0.268 -0.950 3.582
O 0.404 -1.969 1.731
C -0.437 -1.146 0.910
C 0.277 0.056 0.274
C 0.771 1.117 1.264
C 2.100 0.804 2.020
C 3.085 -0.154 1.317
B 4.699 0.030 1.718
C 5.431 0.825 0.481
C 4.917 2.267 0.218
C 4.614 2.609 -1.242
Cl 3.415 1.514 -2.037
C 5.306 -1.512 1.691
O 6.734 -1.589 1.480
C 7.067 -2.620 0.626
O 6.676 -2.301 -0.703
C 6.046 -3.351 -1.407
C 4.543 -3.102 -1.615
O 3.795 -3.943 -0.723
C 4.957 0.711 3.193
C 4.357 -0.050 4.372
O 5.374 -0.868 4.959
C 3.926 0.932 5.461
F 3.072 1.842 5.049
F 4.971 1.619 5.871
F 3.386 0.336 6.513
H 1.543 -3.397 3.512
H 0.470 -2.998 4.860
H -0.126 -3.958 3.445
H -1.366 -0.854 1.397
H -0.728 -1.778 0.064
H -0.510 0.534 -0.324
H 1.031 -0.281 -0.435
H 0.862 2.103 0.803
H -0.023 1.222 2.012
H 2.555 1.768 2.257
H 1.872 0.366 2.992
H 3.034 -0.119 0.226
H 2.818 -1.170 1.649
H 5.236 0.237 -0.426
H 6.521 0.877 0.576
H 5.726 2.950 0.508
H 4.050 2.558 0.818
H 4.171 3.602 -1.267
H 5.520 2.562 -1.838
H 5.091 -2.074 2.619
H 4.751 -2.022 0.894
H 8.157 -2.737 0.673
H 6.599 -3.542 1.005
H 6.508 -3.387 -2.405
H 6.220 -4.331 -0.959
H 4.246 -3.251 -2.654
H 4.372 -2.073 -1.287
H 3.246 -3.370 -0.178
H 6.043 0.724 3.354
H 4.664 1.767 3.188
H 3.558 -0.728 4.057
H 4.937 -1.500 5.541
C -2.829 2.634 -5.775
C -3.926 1.823 -5.068
C -4.517 2.455 -3.811
F -3.585 2.617 -2.851
F -5.483 1.641 -3.302
F -3.466 0.583 -4.801
F -4.949 1.675 -5.961
O -1.497 2.258 -5.498
C -0.885 2.805 -4.382
C -0.486 1.728 -3.375
F -1.578 1.054 -2.943
F 0.098 2.297 -2.305
F -1.667 3.754 -3.824
F 0.232 3.425 -4.817
H -2.951 2.433 -6.839
H -2.981 3.709 -5.668
H -4.972 3.425 -4.031
H 0.209 1.014 -3.824
C -7.984 -0.202 0.373
C -7.918 -1.237 -0.760
C -8.127 -0.693 -2.170
F -9.358 -0.149 -2.314
F -8.028 -1.702 -3.070
F -8.790 -2.239 -0.504
F -6.673 -1.786 -0.722
O -9.216 -0.116 1.069
C -10.201 0.698 0.555
C -11.452 -0.100 0.195
F -11.172 -1.025 -0.746
F -12.396 0.730 -0.311
F -9.742 1.413 -0.492
F -10.524 1.585 1.524
H -7.273 -0.539 1.126
H -7.624 0.777 0.058
H -7.371 0.059 -2.417
H -11.854 -0.605 1.077
*
```

Entry 2:
Below is a 3-piece molecular cluster, C27H40Br6NO4P overall in a non-equilibrium geometry, with properties calculated with ωB97M-V/def2-TZVPD.

Properties
SMILES	CCCOc1c(C[C@@H](O)CN)cc2c(c1[C@H](Br)[C@@H](C)Br)C(=O)C=C(P(CC)CC)C2=O.BrCCBr.BrCCBr

The geometry in ORCA input format:
```
! wB97M-V def2-TZVPD RIJCOSX def2/J DEFGRID3
* xyz 0 1
C 2.521 -3.394 1.380
C 3.586 -2.811 0.229
C 4.426 -1.501 0.710
O 4.084 -0.227 0.084
C 2.649 -0.053 -0.160
C 1.686 0.115 1.184
C 2.261 0.145 2.741
C 1.716 1.477 3.593
O 1.926 1.220 5.056
C 2.808 2.686 3.224
N 2.641 3.177 1.788
C 0.031 0.283 1.047
C -0.557 0.288 -0.484
C 0.390 0.131 -1.855
C 2.050 -0.022 -1.722
C 2.973 -0.119 -3.073
Br 4.457 -1.452 -3.019
C 3.556 1.428 -3.327
C 5.056 1.670 -2.712
Br 3.686 1.691 -5.343
C -0.442 0.143 -3.265
O -0.219 -0.598 -4.348
C -1.768 1.161 -3.319
C -2.629 1.303 -2.076
P -4.158 2.437 -2.251
C -4.226 3.809 -0.926
C -4.479 3.289 0.607
C -5.794 1.464 -2.408
C -6.905 1.773 -1.243
C -2.207 0.491 -0.676
O -3.116 0.007 0.199
H 1.972 -2.545 1.968
H 3.182 -4.051 2.125
H 1.796 -4.153 0.835
H 3.035 -2.730 -0.797
H 4.380 -3.693 0.100
H 4.397 -1.493 1.901
H 5.570 -1.714 0.445
H 3.445 0.294 2.702
H 2.036 -0.849 3.337
H 0.610 1.763 3.340
H 2.277 2.080 5.458
H 3.930 2.327 3.322
H 2.712 3.613 3.966
H 3.256 4.005 1.629
H 1.630 3.409 1.590
H -0.657 0.427 2.012
H 2.355 -0.357 -4.066
H 2.793 2.239 -2.945
H 5.918 1.083 -3.292
H 5.117 1.528 -1.545
H 5.307 2.822 -2.900
H -2.004 1.717 -4.330
H -3.283 4.539 -0.969
H -5.155 4.505 -1.205
H -4.583 2.124 0.622
H -5.519 3.735 0.969
H -3.641 3.718 1.309
H -5.525 0.304 -2.317
H -6.216 1.583 -3.517
H -7.024 2.913 -0.991
H -7.921 1.266 -1.610
H -6.559 1.196 -0.269
Br -10.239 1.507 0.287
C -9.858 -0.122 1.291
C -8.949 0.159 2.464
Br -7.101 0.397 1.886
H -9.442 -0.843 0.582
H -10.833 -0.478 1.635
H -8.925 -0.695 3.147
H -9.226 1.057 3.023
Br 5.450 -5.190 -1.606
C 5.831 -6.819 -0.602
C 6.740 -6.538 0.571
Br 8.588 -6.300 -0.007
H 6.247 -7.540 -1.311
H 4.856 -7.175 -0.258
H 6.764 -7.392 1.253
H 6.463 -5.640 1.130
*
```

Entry 3:
Below is C27H40Cl3N2P2PdSSi as an isolated structure, with properties calculated with ωB97M-V/def2-TZVPD.

Properties
energy relative to the best compared isomer or geometry (same formula, charge and spin)	0.00	kJ/mol

The geometry in ORCA input format:
```
! wB97M-V def2-TZVPD RIJCOSX def2/J DEFGRID3
* xyz 1 1
Pd 0.013 -1.007 0.695
C -1.923 -0.467 -2.136
C -2.896 -0.961 -1.063
C -4.308 -0.435 -1.315
P -2.310 -0.515 0.620
C -3.614 -1.054 1.785
C -3.310 -0.603 3.212
C -3.875 -2.559 1.672
C -2.229 1.276 0.750
C -3.281 2.108 1.118
C -3.082 3.470 1.300
C -4.210 4.379 1.706
C -1.789 3.967 1.125
C -0.732 3.153 0.755
C -0.946 1.792 0.538
N 0.070 0.898 0.142
C 0.944 1.238 -0.893
C 0.740 2.312 -1.764
C 1.628 2.556 -2.800
C 2.749 1.766 -3.025
C 3.712 2.049 -4.146
C 2.941 0.691 -2.165
C 2.050 0.417 -1.135
P 2.271 -0.911 0.052
C 3.547 -0.233 1.201
C 4.868 0.095 0.496
C 3.010 1.046 1.844
C 2.758 -2.489 -0.765
C 4.250 -2.738 -0.965
C 1.966 -2.669 -2.065
H -2.302 -0.742 -3.121
H -0.928 -0.901 -2.029
H -1.821 0.620 -2.107
H -2.899 -2.055 -1.065
H -4.341 0.653 -1.220
H -5.044 -0.865 -0.636
H -4.611 -0.686 -2.332
H -4.509 -0.519 1.450
H -2.483 -1.164 3.636
H -4.184 -0.780 3.841
H -3.069 0.460 3.265
H -2.964 -3.141 1.843
H -4.274 -2.834 0.696
H -4.606 -2.858 2.423
H -4.272 1.698 1.281
H -5.157 3.843 1.741
H -4.317 5.206 1.004
H -4.030 4.809 2.692
H -1.602 5.021 1.296
H 0.260 3.570 0.644
H -0.123 2.952 -1.656
H 1.431 3.391 -3.462
H 3.323 2.819 -4.810
H 3.900 1.155 -4.742
H 4.672 2.395 -3.761
H 3.798 0.042 -2.313
H 3.713 -0.998 1.962
H 4.735 0.932 -0.190
H 5.299 -0.737 -0.052
H 5.590 0.403 1.254
H 2.778 1.793 1.079
H 3.785 1.464 2.488
H 2.120 0.884 2.442
H 2.395 -3.239 -0.066
H 4.676 -2.081 -1.723
H 4.384 -3.765 -1.309
H 4.819 -2.625 -0.042
H 2.359 -2.040 -2.862
H 0.907 -2.434 -1.939
H 2.037 -3.709 -2.383
S -0.308 -5.728 0.290
C -0.244 -4.159 0.443
N -0.189 -2.967 0.486
Cl -0.950 -3.487 3.469
Si 0.455 -2.255 2.693
Cl 0.555 -0.672 3.960
Cl 2.225 -3.237 2.671
*
```

Entry 4:
Below is a 3-piece molecular cluster, C27H40ClF13O9P overall in a non-equilibrium geometry, with properties calculated with ωB97M-V/def2-TZVPD.

The geometry in ORCA input format:
```
! wB97M-V def2-TZVPD RIJCOSX def2/J DEFGRID3
* xyz -1 1
C 3.144 -4.930 2.306
O 2.534 -4.485 1.086
C 3.223 -3.296 0.575
C 2.702 -3.093 -0.913
C 3.503 -2.005 -1.763
C 3.528 -0.532 -1.137
P 1.882 0.452 -1.289
C 1.904 0.376 -3.214
C 0.912 -0.709 -3.845
C -0.064 -0.119 -4.973
Cl -1.584 -1.206 -5.006
C 1.850 0.609 0.655
C 2.918 1.659 1.217
C 2.290 3.041 1.727
O 2.528 3.315 3.138
C 3.881 3.579 3.403
C 4.563 2.816 4.644
O 4.594 4.386 2.782
C 0.190 1.432 -1.320
C -1.070 0.453 -1.272
C -2.389 1.134 -0.620
F -2.351 2.520 -0.880
F -2.310 0.822 0.771
C -3.647 0.470 -1.345
F -3.394 -0.906 -1.451
F -3.633 0.967 -2.677
C -5.073 0.829 -0.721
F -5.029 1.562 0.468
F -5.731 1.666 -1.666
C -6.049 -0.416 -0.505
F -7.307 0.129 -0.119
F -6.255 -1.008 -1.760
C -5.595 -1.447 0.623
F -5.363 -2.684 -0.037
F -4.402 -1.127 1.265
C -6.684 -1.751 1.744
F -7.876 -2.279 1.256
F -6.862 -0.653 2.586
F -6.133 -2.767 2.566
H 3.478 -4.062 2.960
H 4.077 -5.568 2.082
H 2.429 -5.633 2.862
H 2.907 -2.448 1.278
H 4.354 -3.403 0.600
H 1.579 -2.932 -0.878
H 2.855 -4.100 -1.449
H 3.137 -2.065 -2.834
H 4.598 -2.364 -1.786
H 4.310 0.061 -1.745
H 3.950 -0.601 -0.082
H 1.175 -0.805 -1.187
H 2.637 1.689 -1.384
H 1.717 1.377 -3.718
H 2.962 0.062 -3.537
H 1.514 -1.546 -4.355
H 0.246 -1.241 -3.087
H -0.443 0.926 -4.759
H 0.404 -0.222 -6.004
H 0.804 0.865 1.053
H 2.102 -0.411 1.121
H 3.409 1.168 2.134
H 3.743 1.927 0.475
H 1.168 3.133 1.556
H 2.766 3.891 1.123
H 3.752 2.460 5.354
H 5.214 1.991 4.224
H 5.222 3.546 5.225
H 0.129 1.977 -2.334
H 0.162 2.267 -0.538
H -1.297 0.150 -2.346
H -0.900 -0.494 -0.652
C -6.947 -2.213 6.487
C -5.760 -2.830 5.810
O -4.792 -2.887 6.850
C -5.469 -2.888 8.029
O -4.969 -3.096 9.094
O -6.791 -2.623 7.840
H -7.893 -2.570 6.079
H -6.932 -1.120 6.445
H -5.961 -3.845 5.457
H -5.399 -2.230 4.974
C 3.785 4.813 -5.778
C 4.484 4.335 -4.539
O 3.932 3.042 -4.340
C 3.480 2.606 -5.546
O 3.110 1.493 -5.762
O 3.506 3.605 -6.473
H 4.410 5.473 -6.382
H 2.842 5.320 -5.557
H 5.565 4.240 -4.678
H 4.292 4.976 -3.678
*
```

| no. | molar mass (g/mol) | gap between HOMO and LUMO (hartree) |
| --- | --- | --- |
| 1 | 899.8 | 0.2499 |
| 2 | 953.0 | 0.2226 |
| 3 | 727.5 | 0.2100 |
| 4 | 822.0 | 0.2219 |